{
  "formula": "C29H35N2O2",
  "method": "ωB97M-V/def2-TZVPD",
  "lumo_ev": -5.0786,
  "total_charge": 1,
  "de_lowest_ev": 0.4413,
  "e_tot_ha": -1385.7918,
  "max_force_ha_per_bohr": 0.044,
  "symbols": ["C", "H", "C", "C", "H", "C", "H", "C", "H", "H", "O", "H", "H", "H", "C", "C", "H", "H", "C", "H", "N", "H", "H", "C", "H", "H", "C", "C", "H", "H", "H", "H", "C", "C", "C", "H", "O", "H", "H", "C", "C", "H", "H", "H", "C", "H", "C", "H", "C", "C", "H", "C", "C", "H", "C", "C", "C", "H", "H", "N", "H", "C", "H", "C", "H", "C", "H", "C"],
  "coordinates": [[0.941268, -1.133234, 1.123960], [0.492036, -1.720386, 3.115247], [-0.994430, 3.294339, -0.099920], [0.639503, 4.931085, 1.438435], [3.233802, 8.119474, 0.223845], [2.392855, 5.746930, 3.038911], [-0.806199, 1.890490, 1.531051], [0.245539, -4.527652, 1.500087], [-1.038988, 4.950039, -1.558322], [-3.200978, -2.946445, 3.016568], [1.966660, -0.464086, 1.678195], [2.021294, -3.327124, 1.187365], [1.736939, 9.025087, 0.475761], [3.414631, 6.128088, 2.990266], [1.584255, 6.955543, 0.921152], [-3.307972, -2.234689, 2.184945], [3.993419, 5.592344, 5.114892], [-1.628042, -4.351763, 2.561329], [1.987599, 5.332954, 4.335475], [1.843902, 1.275876, 0.521092], [-0.951536, -2.501755, 1.814997], [3.419822, 4.842421, 7.438211], [0.543102, 7.166334, -0.890114], [-1.164467, -3.918850, 1.660940], [-3.619750, -2.817918, 1.296912], [-5.090290, 0.758840, 1.979887], [1.231028, -3.444792, 1.942395], [-4.418297, -0.028209, 1.607281], [0.343397, -5.442583, 2.101469], [-4.839407, -0.365531, 0.650945], [-2.929916, 0.709041, 0.229269], [1.850549, 4.131045, 9.005498], [2.352984, 8.209615, 0.877188], [2.975900, 5.284733, 5.361548], [1.589266, 5.918419, 1.906012], [0.828823, 3.308106, 2.807284], [0.539530, -0.945339, -0.014730], [-2.959609, 1.577680, 1.745399], [-1.628333, 2.618814, -0.675240], [-0.503962, 2.857250, 1.144288], [-4.386585, -1.218722, 2.571274], [-1.819457, -4.183451, 0.812691], [1.696207, -3.669217, 2.907805], [0.242224, 4.884235, 8.861410], [0.312555, 4.791926, 6.037424], [-0.861310, 0.225657, 1.698639], [2.577089, 0.513317, 0.818626], [-0.167696, 5.285371, 4.003785], [-0.680964, 4.571055, -0.595051], [0.631799, 5.117119, 4.724632], [3.358425, 0.938972, 1.448020], [0.350985, 3.655509, 1.893957], [1.319079, 4.661572, 7.004554], [-4.206731, -0.863942, 3.595999], [-1.961008, -1.597511, 1.952683], [-1.844924, -0.234796, 1.774985], [0.107777, 5.376587, 0.205636], [-5.356569, -1.730161, 2.575089], [2.682903, 8.468684, 1.889223], [0.718340, 6.607966, -0.058865], [0.401959, -4.793279, 0.441866], [0.956200, 4.204199, 8.384209], [3.004349, 0.027634, -0.068167], [2.654505, 4.929750, 6.659443], [-0.726569, 4.618079, 6.339447], [0.402913, -2.154926, 2.102104], [0.483064, 3.219061, 8.321935], [-3.018864, 0.566564, 1.323194]],
  "atomic_forces_ev_per_a": [[-0.5, 0.3, -1.5], [0.1, -0.1, -0.3], [0.0, 0.4, 0.0], [-0.7, 0.0, -0.5], [-0.2, -0.1, 0.2], [-0.3, 1.6, 0.0], [0.2, 0.4, -0.2], [-0.4, -0.2, -0.4], [0.1, -0.4, 0.3], [0.0, 0.0, -0.3], [-0.2, 0.2, -0.3], [-0.1, 0.0, 0.4], [0.2, -0.1, 0.2], [-0.2, 0.1, 0.0], [0.1, -1.2, -0.6], [-0.4, 0.2, -0.1], [-0.2, -0.3, 0.0], [0.0, 0.0, -0.1], [0.0, -0.4, 0.7], [0.2, -0.3, 0.0], [0.7, -0.3, 0.3], [-0.2, 0.2, -0.4], [0.0, -0.1, 0.4], [0.0, -1.0, 0.5], [0.1, 0.2, 0.3], [0.2, -0.3, -0.1], [0.3, -0.1, 0.2], [0.0, -0.2, -0.2], [0.0, 0.3, -0.3], [0.0, 0.0, 0.2], [0.0, 0.0, 0.3], [-0.2, 0.0, 0.0], [0.2, 0.5, 0.1], [0.0, 0.1, -0.1], [0.0, -0.2, -0.2], [-0.3, -0.2, -0.1], [0.8, -0.3, 1.5], [-0.1, 0.0, 0.0], [0.2, 0.3, 0.1], [0.1, 0.3, -0.2], [0.0, 0.1, 0.0], [0.3, 0.3, 0.2], [0.0, -0.1, -0.3], [0.1, -0.1, -0.1], [0.0, 0.1, -0.7], [-0.3, -0.5, -0.1], [0.1, -0.1, 0.1], [0.2, -0.2, 0.1], [-0.4, -0.3, -0.1], [-0.1, 0.1, 0.3], [0.0, 0.1, -0.3], [-0.1, -0.2, 0.0], [0.2, -0.2, -0.1], [0.1, -0.1, -0.2], [-0.8, 1.7, -0.8], [0.0, -2.2, 0.5], [0.8, -0.6, 0.7], [0.1, 0.2, 0.0], [0.0, 0.1, -0.3], [0.2, 0.5, 0.5], [0.1, 0.1, 0.4], [0.2, 0.1, 0.0], [-0.2, 0.2, 0.2], [-0.1, 0.0, 0.0], [0.4, 0.1, -0.3], [0.2, 0.4, -0.2], [0.0, 0.1, 0.1], [-0.3, 0.8, 0.2]]
}

{
  "formula": "C29H35N3O3",
  "method": "ωB97M-V/def2-TZVPD",
  "lumo_ev": -2.0056,
  "total_charge": 0,
  "de_lowest_ev": 0.0000,
  "e_tot_ha": -1516.0257,
  "max_force_ha_per_bohr": 0.037,
  "symbols": ["O", "C", "H", "H", "C", "C", "H", "C", "H", "C", "H", "C", "C", "H", "C", "C", "O", "C", "C", "H", "H", "C", "H", "H", "H", "C", "H", "H", "H", "N", "H", "H", "H", "H", "H", "H", "C", "H", "H", "N", "C", "C", "C", "C", "H", "H", "C", "H", "C", "H", "H", "C", "H", "H", "H", "C", "N", "O", "H", "C", "C", "H", "C", "C", "C", "H", "C", "H", "C", "H"],
  "coordinates": [[1.675111, -5.178318, 1.023328], [-0.552799, -3.275562, -2.491403], [-1.595427, 1.520784, -0.381053], [1.335872, 7.288517, 2.730789], [-0.547910, -1.103581, -0.120000], [3.388412, -2.628236, 1.271745], [2.403121, -2.041127, 3.097014], [2.252236, -2.134979, 0.402714], [2.081181, -1.057047, 0.558142], [-3.139337, 1.053842, -1.857981], [-2.858752, -2.970062, -0.910812], [-0.740196, -3.484249, -0.979666], [0.985466, -4.348042, 0.446484], [-5.297011, -0.267416, -4.201318], [-5.281623, 1.804634, -3.573747], [0.924535, -2.850207, 0.716651], [-2.107047, 3.479613, 2.592741], [1.812361, 4.708509, 2.093478], [0.713441, 5.589647, 1.480858], [2.129461, 7.236943, 1.162610], [2.486422, -2.291136, -0.665302], [3.287382, -2.516699, 2.662842], [-2.079302, -1.285632, -1.549128], [0.010534, -0.452268, 0.556762], [-0.983931, -4.132931, -3.026795], [5.515204, -3.759371, 1.497841], [-0.567039, 5.355631, 3.227969], [0.660189, -6.611992, -0.626669], [6.366708, -4.260519, 1.037615], [0.095596, -4.612175, -0.556282], [1.953068, 4.966993, 3.154009], [6.195920, -4.070584, 3.525130], [0.513847, -3.200350, -2.740161], [-0.213482, 6.067182, -0.378728], [4.206761, -2.962089, 4.559458], [-5.019372, 3.779437, -2.742486], [0.458495, 5.268552, -0.016241], [-1.334687, 6.127877, 1.805822], [-2.353173, -4.152648, 0.325357], [-0.186526, -2.405643, -0.139051], [-0.069832, -5.946012, -1.088145], [4.513508, -3.219108, 0.688151], [-2.044366, 0.724081, -0.973383], [-2.215254, -3.828663, -0.713464], [-2.519341, -4.645635, -1.382250], [0.082505, -5.932705, -2.170612], [1.170801, 7.052192, 1.669644], [-1.063875, -2.371125, -2.825630], [-3.620160, 2.386385, -1.896842], [2.769834, 4.879725, 1.579589], [-6.102537, 2.087409, -4.238351], [-4.827202, 0.476523, -3.552891], [1.557814, 3.645116, 2.026217], [-3.473659, -0.947051, -2.727985], [1.399620, 5.294311, -0.576216], [-4.668983, 2.750831, -2.734931], [-1.076045, 3.362620, 0.559371], [-0.004996, 3.416826, -1.449902], [4.570278, -3.280512, -0.402847], [-3.782245, 0.104107, -2.710597], [4.299269, -3.038432, 3.476341], [0.672671, -2.692785, 1.782840], [5.412297, -3.659836, 2.892893], [-0.234779, 3.920281, -0.347659], [-0.662792, 5.315559, 2.136594], [0.448781, 7.779292, 1.281270], [-1.334934, 3.959254, 1.762190], [-3.137106, 3.112277, -1.251133], [-1.573679, -0.586969, -0.901444], [-1.079304, -6.313254, -0.883355]],
  "atomic_forces_ev_per_a": [[-0.6, 1.0, -0.6], [0.2, 0.3, 0.0], [0.0, 0.4, 0.2], [-0.1, -0.2, -0.2], [0.0, -1.1, -0.2], [0.0, 0.1, 0.0], [0.4, -0.1, 0.0], [-0.1, 0.1, -0.3], [0.2, -0.3, -0.1], [-0.9, 0.1, -0.7], [0.0, -0.2, 0.1], [-0.1, -1.0, -0.6], [0.1, -0.8, 0.3], [0.2, 0.2, 0.3], [0.5, 0.0, 0.4], [0.2, -0.3, 0.6], [0.3, 0.0, -0.4], [-0.1, -0.1, -0.1], [-0.5, -0.4, -0.3], [-0.2, -0.1, 0.0], [0.0, 0.1, 0.4], [0.4, -0.3, -0.1], [0.1, 0.0, 0.2], [-0.1, -0.2, -0.1], [0.2, 0.3, 0.2], [-0.2, 0.2, 0.2], [-0.3, 0.0, -0.2], [-0.1, 0.2, 0.0], [-0.2, 0.2, 0.2], [0.5, 0.2, 0.5], [-0.1, -0.1, -0.2], [-0.2, 0.1, -0.1], [-0.3, 0.0, 0.0], [0.3, -0.2, -0.2], [0.1, 0.0, -0.3], [0.1, -0.2, 0.0], [0.3, 0.2, 0.2], [0.0, -0.3, 0.2], [0.0, 0.1, -0.2], [0.0, 1.9, 0.3], [-0.3, 0.0, -0.2], [-0.2, -0.1, 0.3], [0.5, -1.3, 0.0], [0.0, 0.2, 0.4], [0.1, 0.3, 0.2], [0.0, -0.1, 0.1], [-0.1, 0.0, -0.1], [0.1, -0.2, -0.1], [0.3, -0.5, 0.0], [-0.2, -0.1, 0.1], [0.3, 0.0, 0.3], [0.1, 0.1, 0.2], [0.1, 0.1, 0.0], [-0.1, 0.5, 0.0], [-0.2, 0.1, -0.1], [-0.3, -0.3, -0.3], [-0.1, -0.2, -0.1], [-0.2, -0.2, 0.1], [0.1, -0.1, 0.4], [0.0, 0.2, 0.1], [-0.1, 0.1, -0.4], [0.0, -0.1, -0.5], [-0.3, 0.1, -0.3], [0.2, 0.7, 0.9], [0.4, 0.2, -0.1], [0.0, -0.2, 0.0], [0.4, 0.4, 0.2], [0.0, 0.0, 0.0], [-0.8, 0.6, -0.5], [0.1, -0.1, 0.0]]
}